116
Properties=species:S:1:pos:R:3 method="wB97M-V/def2-TZVPD" spin_multiplicity=2 total_charge=-2 orbital_gap_ev="2.0209 / 4.3837"
Hg -0.6014 -0.3510 -0.7054
C 3.3340 2.9796 -0.8374
C 3.4242 1.7538 -1.7178
C 4.1816 1.7575 -2.8691
C 4.3552 0.5618 -3.5892
C 3.7779 -0.6311 -3.0859
C 3.9624 -1.8876 -3.6905
C 3.3947 -3.0336 -3.1433
C 2.6233 -2.9426 -1.9969
C 2.3952 -1.7121 -1.3663
S 1.3743 -1.6800 0.0851
C 2.9793 -0.5319 -1.8918
N 2.7848 0.6575 -1.2483
H 3.1430 3.8902 -1.4133
H 2.5304 2.8442 -0.1140
H 4.2674 3.1297 -0.2810
H 4.6505 2.6802 -3.2009
H 4.9472 0.5292 -4.4981
H 4.5588 -1.9463 -4.5973
H 3.5383 -3.9977 -3.6219
H 2.1590 -3.8288 -1.5777
C -0.9372 3.4325 3.1990
C 0.0925 3.1742 4.2841
C -0.5129 3.3113 5.6712
O 0.7214 1.8765 4.2484
P 0.5956 0.7532 3.0953
O 0.5564 1.3028 1.7471
C -0.8640 -0.1563 3.6732
P -1.1941 -1.8791 3.3015
O -1.4301 -2.3184 1.9314
O -0.0132 -2.5999 4.0850
C 0.2157 -4.0137 3.8337
C 0.5609 -4.6353 5.1719
C 1.3142 -4.1600 2.8021
O -2.5193 -2.1887 4.1713
C -2.5970 -2.0195 5.5887
C -3.4650 -0.8123 5.8985
C -3.1815 -3.2973 6.1639
O 1.7303 -0.2458 3.5037
C 3.1433 -0.2202 3.1501
C 3.4967 0.7955 2.0891
C 3.9034 -0.0170 4.4482
H -1.3222 4.4480 3.3170
H -1.7847 2.7463 3.2809
H -0.5174 3.3249 2.2025
H 0.9052 3.8995 4.1778
H -1.3629 2.6323 5.7767
H -0.8683 4.3313 5.8306
H 0.2239 3.0690 6.4378
H -1.7391 0.4027 3.3250
H -0.8172 -0.0963 4.7641
H -0.7085 -4.4507 3.4433
H 1.4453 -4.1460 5.5847
H 0.7800 -5.6970 5.0437
H -0.2577 -4.5303 5.8858
H 2.2809 -3.8896 3.2353
H 1.1333 -3.5114 1.9419
H 1.3595 -5.1936 2.4522
H -1.5878 -1.8746 5.9902
H -4.4311 -0.9243 5.4035
H -3.0101 0.1127 5.5441
H -3.6285 -0.7282 6.9749
H -4.1816 -3.4588 5.7576
H -3.2484 -3.2353 7.2520
H -2.5641 -4.1543 5.8962
H 3.3190 -1.2227 2.7553
H 3.3317 1.8152 2.4506
H 2.9199 0.6474 1.1740
H 4.5571 0.6799 1.8511
H 3.6497 0.9541 4.8788
H 4.9775 -0.0457 4.2553
H 3.6540 -0.7935 5.1736
Br -0.2091 2.5771 -1.6557
C -1.6076 3.1759 -0.5386
C -1.7757 4.5318 -0.4601
C -2.8168 5.0768 0.3162
C -3.6674 4.2446 0.9782
C -3.5025 2.8376 0.9185
C -4.4000 2.0034 1.6269
C -4.2431 0.6496 1.5825
C -3.1713 0.0822 0.8617
C -2.2418 0.8293 0.1651
C -2.4369 2.2508 0.1696
H -1.1057 5.1802 -1.0080
H -2.9401 6.1523 0.3679
H -4.4897 4.6424 1.5642
H -5.2054 2.4628 2.1911
H -4.9343 0.0001 2.1115
H -3.0745 -0.9979 0.8774
C -3.7176 -3.3016 -1.5012
Si -1.9926 -3.5496 -2.2440
C -2.2247 -4.8110 -3.6440
C -0.9673 -4.4260 -0.9365
As -0.8814 -1.6856 -3.0601
Si -2.7110 -0.6112 -4.0080
C -4.0193 0.1780 -2.8950
C -2.0479 0.7781 -5.1126
C -3.6890 -1.7384 -5.1881
H -4.1015 -4.2501 -1.1096
H -4.4245 -2.9268 -2.2458
H -3.6828 -2.5808 -0.6810
H -2.7213 -5.7164 -3.2756
H -1.2480 -5.0901 -4.0469
H -2.8152 -4.4020 -4.4665
H -1.3907 -5.4147 -0.7232
H -0.9287 -3.8408 -0.0164
H 0.0626 -4.5454 -1.2820
H -3.6146 1.0578 -2.3902
H -4.3570 -0.5075 -2.1159
H -4.8873 0.4867 -3.4889
H -1.9123 1.6998 -4.5469
H -2.7307 0.9824 -5.9445
H -1.0745 0.5010 -5.5239
H -4.2320 -2.5198 -4.6501
H -3.0133 -2.2288 -5.8931
H -4.4179 -1.1490 -5.7560

***

10
Properties=species:S:1:pos:R:3 method="wB97M-V/def2-TZVPD" total_charge=+3 orbital_gap_ev=4.7078
Al -1.1210 0.7417 1.2249
O 0.3675 0.3562 -1.1379
H 0.9755 0.7611 -1.8031
H 0.1471 -0.5273 -1.4961
O 1.6007 1.3996 1.3805
H 2.3843 0.7976 1.3815
H 1.9312 2.2631 1.7331
O -1.8826 -1.6493 -0.2384
H -2.1717 -1.6472 -1.1814
H -2.2309 -2.4956 0.1370

***

16
Properties=species:S:1:pos:R:3 method="wB97M-V/def2-TZVPD" spin_multiplicity=2 total_charge=+1 orbital_gap_ev="11.2049 / 6.9845"
C -1.9509 0.1009 -1.3745
C -1.2138 0.0390 -0.0012
N 0.0566 -0.6563 -0.1299
C 0.9428 -0.6845 1.0933
C 1.6550 0.5666 0.9031
O 2.4884 0.7314 -0.2238
O 1.6394 1.3184 1.9387
H -1.8676 -0.8051 -1.8386
H -2.9355 0.3150 -1.1547
H -1.4595 0.8558 -2.0751
H -1.2098 1.0666 0.2339
H -2.0323 -0.5046 0.5944
H 0.6431 -0.2073 -0.7410
H 1.4818 -1.6540 0.8920
H 0.3851 -0.7430 2.0247
H 3.3770 0.2611 -0.1412

***

35
Properties=species:S:1:pos:R:3 method="wB97M-V/def2-TZVPD" spin_multiplicity=2 total_charge=+1 orbital_gap_ev="4.3793 / 4.7286"
Ir 0.8380 0.3110 -0.2252
N 3.9238 1.8248 -3.2861
C 2.8613 1.5195 -2.5494
S 2.9014 0.0094 -1.6886
N 1.8433 2.3423 -2.5221
N 0.8019 2.0758 -1.7886
C -0.1985 2.8854 -1.6989
C -1.3279 2.5111 -0.8939
C -2.4075 3.3769 -0.6987
C -3.4675 2.9592 0.0838
C -3.4383 1.6875 0.6406
C -2.3332 0.8841 0.3993
N -1.3066 1.2840 -0.3360
H 4.7403 1.2377 -3.2442
H 3.9539 2.6844 -3.8109
H -0.1842 3.8370 -2.2229
H -2.4003 4.3518 -1.1610
H -4.2999 3.6192 0.2656
H -4.2539 1.3191 1.2438
H -2.2780 -0.1167 0.8035
F 0.0341 -5.8643 3.4535
C 0.1039 -4.9807 2.4724
C 0.2788 -3.6229 2.7605
F 0.3955 -3.2184 4.0186
C 0.3195 -2.7025 1.7257
F 0.4735 -1.3939 1.9913
C 0.1845 -3.0927 0.3886
S 0.1576 -1.9640 -0.9184
C 0.0404 -4.4641 0.1192
F -0.0597 -4.8703 -1.1389
C 0.0001 -5.4004 1.1441
F -0.1436 -6.6877 0.8669
S 1.4786 3.8560 2.5582
C 1.4186 2.4288 1.8922
N 1.3503 1.3735 1.3561

***

109
Properties=species:S:1:pos:R:3 method="wB97M-V/def2-TZVPD" total_charge=+1 orbital_gap_ev=6.5060
C -0.2085 5.1084 2.6947
N 0.0992 6.5387 2.8661
C 0.8478 7.0584 1.7052
C -1.0291 7.2608 3.2051
O -2.0200 6.7536 3.7326
C -1.0481 8.7694 2.9722
C -2.1099 9.0857 1.9352
C -3.4703 9.5182 2.5156
N -4.4189 9.2209 1.4184
C -3.9076 7.9853 1.0263
N -4.6417 6.9786 0.7005
C -6.1249 7.1539 0.6602
C -6.6880 7.2017 2.0868
F -7.9473 6.6351 2.0794
P -3.9706 5.3680 0.3275
N -2.6989 5.2958 -0.5511
N -2.5252 7.8902 1.1367
H -0.6355 4.7137 3.6047
H 0.7220 4.5814 2.5293
H -0.8825 4.9459 1.8573
H 1.4855 7.8801 2.0055
H 1.4958 6.2798 1.3298
H 0.2079 7.3712 0.8831
H -1.2968 9.1908 3.9399
H -0.0846 9.1660 2.6896
H -1.7970 9.8773 1.2571
H -3.5614 10.5404 2.8483
H -3.6607 8.8525 3.3538
H -4.2908 9.9323 0.7057
H -6.5490 6.2816 0.1821
H -6.3630 8.0500 0.1084
H -6.7339 8.2280 2.4321
H -6.0534 6.6244 2.7569
H -3.8547 4.7894 1.6028
H -5.0569 4.7257 -0.2828
H -2.3190 6.1855 -0.8277
H -2.1295 8.0040 0.2073
C -2.2718 1.2784 -0.7647
C -2.2499 -0.1125 -0.7994
C -2.6439 -0.7817 -1.9453
C -3.0722 -0.0658 -3.0562
C -3.1137 1.3288 -3.0123
C -2.7017 1.9968 -1.8668
C -3.6123 2.1207 -4.1718
O -3.6517 3.3347 -4.1263
C -4.0728 1.3802 -5.3783
C -4.5861 2.0916 -6.4551
C -5.0075 1.4201 -7.5892
C -4.9122 0.0343 -7.6563
C -4.4060 -0.6809 -6.5850
C -3.9913 -0.0135 -5.4406
C -3.4771 -0.8051 -4.2869
O -3.3934 -2.0119 -4.3432
H -1.9518 1.8011 0.1281
H -1.9201 -0.6739 0.0660
H -2.6233 -1.8614 -1.9843
H -2.7191 3.0784 -1.8437
H -4.6531 3.1686 -6.3984
H -5.4099 1.9754 -8.4254
H -5.2366 -0.4876 -8.5461
H -4.3324 -1.7582 -6.6283
C 0.9101 -7.1108 1.6004
C -0.2215 -6.4189 1.1846
C -0.3565 -5.0711 1.4697
C 0.6368 -4.4108 2.1802
C 1.7660 -5.1127 2.6140
C 1.9010 -6.4609 2.3148
C 2.8280 -4.4375 3.4095
O 3.8143 -5.0359 3.7800
C 2.6418 -2.9950 3.7443
C 3.5929 -2.3560 4.5287
C 3.4441 -1.0165 4.8415
C 2.3469 -0.3064 4.3655
C 1.3945 -0.9391 3.5864
C 1.5333 -2.2863 3.2783
C 0.4827 -2.9584 2.4615
O -0.4729 -2.3360 2.0420
H 1.0187 -8.1610 1.3677
H -0.9982 -6.9327 0.6346
H -1.2311 -4.5261 1.1448
H 2.7820 -6.9955 2.6385
H 4.4437 -2.9145 4.8922
H 4.1834 -0.5222 5.4572
H 2.2352 0.7421 4.6080
H 0.5367 -0.3958 3.2164
C 8.4029 -5.1696 -1.0021
C 7.2504 -4.7618 -0.3387
C 6.1709 -5.6203 -0.2290
C 6.2357 -6.8890 -0.7903
C 7.3865 -7.2923 -1.4706
C 8.4712 -6.4310 -1.5670
C 7.4670 -8.6352 -2.1124
O 8.4679 -8.9887 -2.6970
C 6.2769 -9.5281 -2.0183
C 6.3087 -10.7646 -2.6492
C 5.2183 -11.6121 -2.5632
C 4.0926 -11.2314 -1.8406
C 4.0538 -9.9986 -1.2134
C 5.1411 -9.1396 -1.3045
C 5.0702 -7.8050 -0.6463
O 4.0912 -7.4677 -0.0136
H 9.2483 -4.4993 -1.0796
H 7.1972 -3.7725 0.0954
H 5.2744 -5.3140 0.2915
H 9.3620 -6.7542 -2.0865
H 7.1882 -11.0551 -3.2059
H 5.2435 -12.5732 -3.0585
H 3.2440 -11.8983 -1.7703
H 3.1813 -9.6941 -0.6533